C32H60NO12 | wB97M-V/def2-TZVPD

XYZ file:
```
105
Properties=species:S:1:pos:R:3:forces:R:3:mulliken_charge:R:1
C -3.295 2.623 -5.708 0.24 2.74 0.37 -0.96
H 0.676 -4.436 0.311 -0.97 -0.57 -0.63 0.29
C 0.778 1.946 0.540 0.50 3.18 -0.85 -0.88
H -2.584 2.392 -0.194 2.37 -0.09 0.24 0.10
H -0.832 -3.519 0.381 0.19 -1.43 -1.09 -0.14
H -3.542 -3.090 4.886 0.74 -0.34 -1.09 0.36
C -2.556 2.984 -4.413 -4.87 3.29 -2.88 0.68
H 5.638 3.614 4.028 3.78 4.30 3.17 0.40
C -2.035 2.466 0.801 -3.89 0.08 -0.82 -0.13
H 5.290 -0.991 -0.246 4.57 -2.59 0.65 0.69
H 3.841 -0.443 0.902 1.64 -0.62 -0.76 0.02
C -0.682 -5.060 -1.327 0.10 0.66 0.38 0.80
O -2.048 2.174 -3.790 3.65 -5.20 3.92 -0.40
O -6.971 -3.922 2.061 3.43 0.01 3.92 -0.54
H 2.757 5.005 3.139 -1.33 7.13 -3.74 0.53
H -7.054 -4.267 3.041 -1.31 0.08 -2.09 0.41
C 2.144 -1.501 5.329 2.31 -4.55 2.29 -0.95
H -1.598 4.676 -3.896 3.70 0.50 0.38 0.35
H 2.671 6.034 -3.901 0.07 -0.40 -0.88 0.30
N -0.145 0.802 0.650 -0.29 1.42 -0.35 1.09
H -2.888 -4.638 -1.381 1.21 -0.63 -1.30 0.16
H 0.545 0.101 -1.111 1.51 0.36 -1.27 0.44
H -0.865 -0.561 -0.787 -0.32 -0.70 0.81 0.26
C 5.138 2.896 3.639 -6.24 -5.31 -1.83 -1.16
H -0.868 -5.184 0.797 -0.51 -1.09 0.99 0.46
O -3.260 2.720 1.544 -2.19 1.43 0.84 -0.61
C 3.541 -1.128 -1.024 -5.65 -3.77 -2.39 0.93
C -5.106 -3.760 3.661 1.62 1.37 -1.00 0.65
H 1.938 3.569 3.349 0.03 -0.29 -0.13 0.18
H 1.873 1.835 0.487 -0.49 -1.33 -0.18 0.23
H 0.678 -1.370 -3.437 -1.69 -0.54 -0.56 0.44
H 3.343 -1.605 -3.230 -0.24 0.55 0.67 0.24
H -5.447 -2.873 0.167 1.01 0.30 1.12 0.39
H -0.741 -2.196 -2.628 0.27 0.01 -0.31 0.06
C -1.398 1.181 1.299 -1.23 -0.18 0.90 -0.34
C 0.719 -0.791 7.440 -2.36 -4.19 -6.41 -1.38
H 0.749 0.066 2.565 -0.80 0.50 -1.31 0.48
H -1.163 1.153 2.361 -0.19 0.88 0.22 0.71
H -1.033 0.811 -1.433 -2.44 3.90 -2.34 0.88
C -5.670 -3.502 2.306 0.29 1.73 -6.76 0.08
C 4.059 3.572 2.810 0.53 -0.11 -3.35 0.88
C 4.424 -0.564 -0.065 -4.88 1.03 2.63 -1.47
O -3.016 -1.720 0.390 -0.03 -0.26 2.17 -0.52
O 0.541 0.301 5.199 1.81 -3.46 2.30 -0.54
O -1.700 -2.344 2.834 0.17 -0.29 0.77 -0.17
C 4.112 -1.433 -2.461 1.22 0.05 -0.44 -0.96
H -2.772 3.425 -6.287 -0.99 -0.80 -0.86 0.30
H 4.678 -0.395 -2.740 -0.65 -2.98 0.28 0.24
H 2.960 4.401 4.499 0.35 -0.77 1.37 0.44
H -2.030 -5.413 -2.955 -0.41 0.43 0.01 0.34
C -0.399 0.416 -0.789 2.26 -5.39 3.60 -1.71
H -1.693 3.423 1.082 2.80 0.62 -0.94 0.28
O -0.069 -3.847 -5.156 -1.21 2.20 0.82 -0.59
H -3.598 3.665 1.273 1.04 -2.91 0.78 0.36
H 1.518 5.116 -5.128 0.58 0.39 1.34 0.28
H 1.758 -2.711 5.419 1.03 3.38 -0.12 0.25
H -2.448 -6.343 -1.485 0.56 0.88 -0.44 0.40
O 0.316 -5.221 -1.978 -0.19 -0.51 -1.04 -0.53
H -4.412 2.717 -5.742 1.12 0.42 0.29 0.29
H 5.650 2.133 3.123 1.21 -0.13 -1.15 0.34
C -2.569 4.391 -3.914 1.61 -4.38 0.43 -1.50
O 0.759 4.131 -2.725 4.96 -0.47 -0.48 -0.51
H 4.688 -2.538 -2.632 -0.80 3.45 1.12 0.30
H -0.148 -1.017 1.617 -2.66 -4.12 -0.20 -0.33
H -1.855 -2.534 -6.257 -0.18 -0.93 -1.39 0.45
H -2.891 5.093 -4.470 -3.59 4.63 -4.06 0.60
H -1.065 -1.010 -5.857 -1.42 -1.46 1.54 0.24
H 2.471 -1.387 4.334 -0.45 0.62 -1.42 0.22
C -2.113 -5.332 -1.874 -0.09 -0.46 2.26 -1.09
H 2.806 2.477 -1.856 0.12 0.71 -2.00 -0.26
C 1.977 4.170 -3.114 -4.03 0.12 -0.18 0.66
H 4.536 2.232 4.346 0.89 1.36 0.01 0.28
H 0.369 -1.844 7.595 0.60 1.00 0.27 0.30
C 0.464 -0.257 1.512 5.64 4.19 -0.86 0.14
H 0.822 -2.948 -3.116 -0.28 -1.04 0.40 0.25
H -0.019 -0.129 7.589 -3.49 2.00 0.25 0.44
O 2.318 -1.450 -0.756 4.41 1.52 -0.95 -0.38
C 3.194 3.293 -2.596 -1.22 -1.42 1.01 -0.45
C -0.525 -2.781 -4.687 1.70 -2.77 -2.53 0.46
H 3.861 2.828 -3.481 -1.42 1.38 2.40 0.36
H 1.460 -0.314 0.956 -1.39 -1.55 0.98 -0.35
C -1.553 -1.987 -5.416 5.24 1.18 -3.35 -1.31
H 3.680 3.812 -1.737 0.60 0.45 -1.37 0.30
C -3.785 -3.199 3.803 2.71 2.62 -1.83 -0.97
C -0.416 -4.559 0.079 0.13 2.74 0.92 -0.69
O -5.678 -4.358 4.536 -1.06 -0.33 -0.09 -0.57
C 2.854 4.134 3.475 0.70 -5.51 2.88 -1.26
H -1.480 -2.897 3.613 0.49 0.65 -0.29 0.22
H 3.050 4.415 -4.710 1.90 0.23 -1.33 0.39
C 1.089 -0.617 5.901 -1.04 3.38 -0.41 0.90
H 1.356 -0.424 8.058 5.19 1.37 3.80 0.48
O 4.147 3.737 1.570 -0.01 -0.78 2.73 -0.59
C -3.606 -2.265 1.347 0.35 -0.56 -2.13 0.62
C 2.328 5.080 -4.344 -1.54 -1.05 1.61 -1.10
H 0.721 2.684 1.354 -0.66 -0.54 0.06 0.18
H -3.032 1.655 -6.005 0.55 -1.34 -0.54 0.24
H -2.837 4.452 -2.943 -1.38 0.04 3.07 0.41
H 0.496 2.494 -0.404 0.30 -0.34 1.02 0.50
C -4.871 -2.875 1.133 -4.83 -2.60 4.02 -0.75
H -2.050 0.290 1.197 -0.06 0.70 -0.42 -0.42
H -2.329 -2.008 -4.828 -4.51 1.44 3.32 0.46
C 0.013 -2.310 -3.426 2.03 1.99 2.06 -0.46
H 3.291 -1.566 5.868 -3.58 0.45 -0.68 0.30
C -2.993 -2.551 2.706 -3.53 -2.38 3.31 0.80
H 4.612 0.364 -0.430 0.51 3.44 -0.91 0.48
```
Forces are in eV/Å.

M, g mol⁻¹: 650.8
Total charge: +1
ΔE to the lowest compared entry with this formula, charge and spin, kJ/mol: 266.3